Formula: C17H21Cl2NO5PtS
Source: the Open Molecules 2025 dataset
Level of theory: ωB97M-V/def2-TZVPD

Properties
Calculated total energy = -2529.143310 hartree
Spin multiplicity = 5
Lowest unoccupied orbital energy (spin up / spin down) = 4.66 / 4.66 eV
ΔE to the lowest compared entry with this formula, charge and spin = 0.0 kJ/mol
Molecular weight = 617.4 g/mol
Net charge = -2
HOMO energy (spin up / spin down) = 0.87 / -1.48 eV

Each line ends with the Mulliken charge.
Geometry (Å):
C: 0.089 -1.231 -2.610  0.69
C: 0.953 -0.132 -3.006  0.71
C: 0.122 0.969 -3.318  0.76
C: 2.428 -0.142 -3.109  -1.82
C: -1.244 0.565 -3.194  1.15
C: -1.276 -0.797 -2.837  0.69
C: -2.464 -1.655 -2.819  -1.78
C: 0.503 -2.637 -2.571  -1.80
C: 0.605 2.299 -3.733  -1.69
C: -2.425 1.411 -3.449  -2.04
Pt: -0.038 -0.368 -0.131  0.95
Cl: 0.873 1.723 -0.317  -0.62
Cl: 2.074 -1.350 -0.099  -0.60
O: -1.840 0.535 -0.205  -0.83
H: 2.802 -1.153 -2.928  0.40
H: 2.904 0.517 -2.373  0.28
H: 2.747 0.163 -4.118  0.40
H: 1.477 2.579 -3.133  0.33
H: -0.185 3.038 -3.581  0.36
H: 0.902 2.330 -4.791  0.30
H: -2.200 2.471 -3.277  0.44
H: -3.244 1.126 -2.776  0.42
H: -2.775 1.306 -4.487  0.24
H: -3.379 -1.091 -2.593  0.36
H: -2.355 -2.439 -2.059  0.35
H: -2.607 -2.111 -3.813  0.29
H: 1.499 -2.731 -2.140  0.40
H: 0.487 -3.079 -3.574  0.30
H: -0.165 -3.217 -1.937  0.34
H: -1.663 1.407 0.196  0.23
O: -1.073 -2.150 -0.073  -0.85
H: -1.837 -1.888 0.488  0.24
O: 2.816 2.578 3.989  -0.66
S: 2.584 1.160 3.839  1.02
O: 3.690 0.254 4.039  -0.65
N: 1.685 0.799 2.494  -0.30
C: 0.495 0.256 2.772  0.73
O: -0.310 -0.342 1.976  -0.49
C: 0.154 0.296 4.202  0.15
C: -1.022 -0.146 4.823  -0.62
C: -1.017 -0.249 6.216  -0.40
C: 0.137 0.081 6.958  -0.40
C: 1.293 0.559 6.318  -0.53
C: 1.257 0.661 4.934  0.07
H: -1.883 -0.394 4.198  0.44
H: -1.913 -0.601 6.737  0.34
H: 0.135 -0.026 8.042  0.33
H: 2.207 0.843 6.833  0.37

=====

Formula: C17H21Cl2NO5RuS
Source: the Open Molecules 2025 dataset
Level of theory: ωB97M-V/def2-TZVPD

Properties
Calculated total energy = -2504.696997 hartree
Spin multiplicity = 5
Lowest unoccupied orbital energy (spin up / spin down) = 4.70 / 4.66 eV
Molecular weight = 523.4 g/mol
Net charge = -2
HOMO energy (spin up / spin down) = 1.79 / -1.28 eV

Each line ends with the Mulliken charge.
Geometry (Å):
C: -0.604 1.086 -2.607  1.21
C: -1.436 -0.036 -2.441  0.49
C: -0.630 -1.169 -2.115  1.27
C: -2.895 -0.069 -2.681  -1.78
C: 0.720 -0.786 -2.107  0.67
C: 0.777 0.661 -2.376  0.74
C: 1.927 1.336 -2.993  -1.84
C: -1.011 2.399 -3.128  -2.03
C: -1.136 -2.543 -1.919  -1.94
C: 1.881 -1.691 -2.068  -1.92
Ru: 0.623 1.070 -0.085  0.69
Cl: -1.659 1.355 0.363  -0.57
Cl: 0.603 3.277 -0.323  0.06
O: 2.564 0.954 -0.122  -0.87
H: -3.361 0.893 -2.435  0.33
H: -3.369 -0.855 -2.079  0.38
H: -3.111 -0.287 -3.739  0.29
H: -2.001 -2.542 -1.244  0.34
H: -0.357 -3.171 -1.479  0.36
H: -1.447 -2.997 -2.871  0.37
H: 1.676 -2.542 -1.409  0.46
H: 2.757 -1.160 -1.686  0.42
H: 2.130 -2.098 -3.063  0.19
H: 2.856 0.820 -2.742  0.29
H: 2.000 2.378 -2.665  0.31
H: 1.803 1.327 -4.084  0.37
H: -1.905 2.766 -2.608  0.36
H: -1.252 2.335 -4.200  0.29
H: -0.216 3.139 -3.004  0.39
H: 2.808 0.393 0.639  0.22
O: 2.039 3.808 -1.251  -0.58
H: 2.690 3.195 -0.843  0.37
O: 0.101 2.348 3.199  -0.66
S: 0.907 1.161 3.241  0.82
O: 2.299 1.233 3.588  -0.67
N: 0.684 0.238 1.815  0.14
C: 0.112 -1.010 1.946  0.42
O: -0.084 -1.755 0.975  -0.67
C: -0.222 -1.204 3.372  -0.31
C: -0.923 -2.277 3.934  -0.49
C: -1.257 -2.238 5.288  -0.45
C: -0.902 -1.130 6.077  -0.54
C: -0.205 -0.052 5.516  -0.58
C: 0.111 -0.115 4.160  0.30
H: -1.193 -3.109 3.288  0.38
H: -1.803 -3.064 5.744  0.33
H: -1.177 -1.097 7.132  0.31
H: 0.088 0.826 6.092  0.33

=====

Formula: C17H21CoN3O8S4
Source: the Open Molecules 2025 dataset
Level of theory: ωB97M-V/def2-TZVPD

Properties
Calculated total energy = -4402.089286 hartree
Spin multiplicity = 2
Lowest unoccupied orbital energy (spin up / spin down) = 4.32 / 4.32 eV
Molecular weight = 582.6 g/mol
Net charge = -2
HOMO energy (spin up / spin down) = -2.47 / -2.51 eV

Each line ends with the Mulliken charge.
Geometry (Å):
Co: 0.594 -1.333 -0.563  1.31
N: 2.837 -1.733 -0.899  -0.24
C: 3.914 -1.853 0.078  -0.87
C: 3.320 -2.307 1.407  -0.65
C: 2.831 -1.119 2.241  -0.12
C: 1.426 -1.359 2.780  -1.07
N: 0.475 -1.116 1.704  0.02
H: 2.625 -2.661 -1.287  0.35
H: 3.126 -1.133 -1.663  0.15
H: 4.395 -0.880 0.193  0.29
H: 4.672 -2.577 -0.256  0.41
H: 4.039 -2.903 1.977  0.45
H: 2.464 -2.938 1.152  0.28
H: 2.768 -0.244 1.591  -0.04
H: 3.528 -0.897 3.055  0.46
H: 1.226 -0.704 3.644  0.41
H: 1.338 -2.393 3.124  0.42
H: 0.325 -0.120 1.598  -0.28
H: -0.422 -1.568 1.827  0.25
O: -1.314 -0.446 -0.346  -1.24
C: -1.727 0.857 -0.371  3.39
C: -1.408 1.608 0.939  -0.55
C: -1.894 1.241 2.165  -0.09
C: -1.441 2.064 3.223  -0.68
C: -0.622 3.058 2.778  -0.61
S: -0.377 2.976 1.082  -0.01
C: -3.254 0.839 -0.473  -0.62
C: -4.215 1.757 -0.178  -0.34
C: -5.521 1.284 -0.472  -0.63
C: -5.511 0.017 -0.969  -0.62
S: -3.908 -0.623 -1.080  -0.09
C: -1.254 1.605 -1.622  -0.61
C: -0.579 1.058 -2.666  -0.99
C: -0.338 1.979 -3.720  -0.65
C: -0.858 3.207 -3.473  -0.60
S: -1.651 3.261 -1.949  -0.05
H: -2.554 0.395 2.292  0.57
H: -1.714 1.923 4.260  0.35
H: -0.142 3.832 3.354  0.44
H: -3.998 2.732 0.234  0.44
H: -6.416 1.869 -0.304  0.37
H: -6.358 -0.578 -1.272  0.43
H: -0.255 0.028 -2.660  0.61
H: 0.214 1.723 -4.612  0.37
H: -0.832 4.097 -4.080  0.45
O: 2.078 2.549 -1.324  -0.66
N: 2.402 1.494 -0.767  0.43
O: 3.597 1.164 -0.674  -0.67
O: 1.505 0.752 -0.267  0.10
O: 0.506 -2.246 -2.424  -0.67
S: 0.559 -3.612 -1.774  1.18
O: -0.418 -4.530 -2.333  -0.75
O: 0.288 -3.337 -0.315  -0.65
O: 1.927 -4.155 -1.905  -0.90

=====

Formula: C17H21F2NO7PS
Source: the Open Molecules 2025 dataset
Level of theory: ωB97M-V/def2-TZVPD

Properties
Calculated total energy = -2181.292545 hartree
Lowest unoccupied orbital energy = 2.50 eV
ΔE to the lowest compared entry with this formula, charge and spin = 0.0 kJ/mol
Molecular weight = 452.4 g/mol
Net charge = -1
HOMO energy = -5.08 eV

Each line ends with the Mulliken charge.
Geometry (Å):
C: 3.388 3.012 5.112  -1.35
C: 2.557 2.619 3.912  0.01
O: 1.780 1.439 4.256  -0.36
P: 0.883 0.632 3.209  1.04
C: -0.648 1.658 3.207  0.37
C: -1.960 0.849 3.263  -0.38
O: -2.646 0.854 4.261  -0.63
O: -2.225 0.165 2.139  0.21
C: -3.644 -0.170 1.964  -0.44
C: -4.050 -1.324 2.826  -1.19
O: 1.477 0.283 1.906  -0.74
O: 0.469 -0.577 4.166  -0.38
C: 0.421 -1.964 3.708  0.07
C: 1.024 -2.820 4.793  -1.43
H: 3.844 3.983 4.918  0.40
H: 2.776 3.088 6.011  0.33
H: 4.184 2.285 5.285  0.31
H: 1.868 3.428 3.633  0.21
H: 3.187 2.382 3.044  0.28
H: -0.619 2.158 4.192  0.43
H: -4.234 0.727 2.189  0.38
H: -3.703 -0.433 0.897  0.44
H: -5.134 -1.425 2.755  0.40
H: -3.594 -2.239 2.437  0.20
H: -3.771 -1.136 3.867  0.35
H: -0.631 -2.215 3.523  0.12
H: 0.980 -2.056 2.766  0.38
H: 0.917 -3.872 4.530  0.41
H: 2.090 -2.601 4.891  0.33
H: 0.543 -2.635 5.756  0.31
F: -2.842 2.521 0.762  -0.25
C: -1.475 2.353 0.596  1.10
F: -1.072 3.187 -0.422  -0.29
S: -0.556 2.951 2.082  -0.35
N: -1.209 -0.981 -0.981  -0.44
C: 0.014 -1.630 -1.115  0.16
O: 1.107 -1.137 -1.371  -0.68
C: -0.237 -3.112 -0.922  0.44
C: -1.599 -3.284 -0.805  0.30
C: -2.164 -4.544 -0.616  -0.49
C: -1.293 -5.640 -0.439  -0.37
C: 0.101 -5.454 -0.505  -0.46
C: 0.645 -4.185 -0.794  -0.47
C: -2.208 -1.907 -0.812  0.21
O: -3.415 -1.677 -0.647  -0.78
H: -1.230 1.317 0.367  -0.35
H: -3.248 -4.648 -0.605  0.43
H: -1.705 -6.632 -0.234  0.36
H: 0.761 -6.311 -0.341  0.36
H: 1.719 -4.032 -0.916  0.44